Entry 1:
The following is a DFT calculation (ωB97M-V/def2-TZVPD) of C5H11NO in the gas phase.

Structure (XYZ):
```
18
Properties=species:S:1:pos:R:3:forces:R:3
C -0.565687 1.806610 -1.198178 -0.065 0.030 -0.027
C 0.582349 1.114683 -0.469443 0.048 0.009 0.018
C 0.291421 -0.347345 -0.130213 0.102 0.000 -0.119
C 1.521716 -1.071431 0.452316 0.034 -0.013 0.031
N -0.854204 -0.402238 0.772491 -0.030 -0.109 0.100
C -1.517428 -1.558403 1.015765 0.018 -0.035 -0.046
O -1.277724 -2.618592 0.470280 -0.071 0.309 0.131
H -0.783663 1.300110 -2.145626 0.040 0.065 0.140
H -1.484685 1.792816 -0.603173 0.110 0.041 -0.096
H -0.322448 2.849507 -1.422403 -0.035 -0.132 0.038
H 1.484444 1.143556 -1.091736 -0.123 -0.021 0.101
H 0.834013 1.650752 0.459128 -0.033 -0.060 -0.135
H -0.024526 -0.859755 -1.046120 0.074 0.047 0.087
H 1.652933 -2.058317 0.002109 -0.047 0.127 0.090
H 2.435717 -0.489428 0.284788 -0.150 -0.112 0.003
H 1.402673 -1.216262 1.530912 0.055 0.061 -0.152
H -1.051476 0.399978 1.353741 -0.020 -0.148 -0.074
H -2.323426 -1.436243 1.765361 0.091 -0.060 -0.089
```
Positions in Å, forces in eV/Å.

Calculated values
E_LUMO in eV: 0.9
Largest force on an atom in eV Å⁻¹: 0.3
Total energy in eV: -8901.3782
SMILES: CC[C@@H](C)NC=O
E_HOMO in eV: -9.74
ΔE to the lowest compared entry with this formula, charge and spin in eV: 0.319

Entry 2:
The following is a DFT calculation (ωB97M-V/def2-TZVPD) of C5H11NO in the gas phase.

Structure (XYZ):
```
18
Properties=species:S:1:pos:R:3:forces:R:3
C 2.585526 0.340113 0.326752 0.642 0.670 -0.003
C 1.387523 -0.512906 0.013967 -1.249 0.307 -0.076
C 0.229236 0.359498 -0.556029 0.295 -1.141 1.496
O 0.452818 1.298393 -1.271611 -0.122 0.349 -0.887
N -1.055803 -0.050183 -0.193985 0.760 0.349 -0.983
C -2.104299 0.289513 -1.124984 -0.536 0.811 0.179
C -1.365303 -0.524985 1.131263 0.378 -0.305 0.340
H 2.407071 1.112583 1.080001 -0.365 -0.159 0.041
H 3.473715 -0.187296 0.674453 -0.132 -0.336 -0.168
H 2.845189 0.899117 -0.574471 0.124 -0.110 0.023
H 0.964506 -1.074613 0.840340 0.420 -0.056 0.303
H 1.598135 -1.272692 -0.744091 0.089 0.171 -0.137
H -2.808639 -0.534454 -1.253010 0.116 -0.048 -0.030
H -2.667595 1.180395 -0.819384 -0.123 -0.130 0.251
H -1.669552 0.599267 -2.072573 0.111 -0.402 -0.043
H -1.455662 -1.614051 1.185039 -0.219 -0.008 -0.025
H -0.557194 -0.242431 1.803903 -0.053 -0.010 0.068
H -2.259673 -0.065269 1.554423 -0.137 0.048 -0.350
```
Positions in Å, forces in eV/Å.

Calculated values
E_LUMO in eV: 0.9
Largest force on an atom in eV Å⁻¹: 1.9
Total energy in eV: -8900.8534
SMILES: CCC(=O)N(C)C
E_HOMO in eV: -9.05
ΔE to the lowest compared entry with this formula, charge and spin in eV: 0.844

Entry 3:
The following is a DFT calculation (ωB97M-V/def2-TZVPD) of a molecular structure, C5H11NO.

Structure (XYZ):
```
18
Properties=species:S:1:pos:R:3:forces:R:3
C 1.116011 0.850617 0.043837 0.255 0.536 -1.654
C 0.775900 0.753477 -1.315775 0.736 -0.715 1.139
C -1.414156 -0.062309 0.575968 -0.930 0.674 -0.948
C 2.158010 0.003893 0.691593 -0.381 -0.567 0.358
C -1.670841 -1.513630 0.244546 0.124 0.196 -0.196
N -1.091046 0.770102 -1.051505 -0.227 0.574 0.863
O -1.633871 1.837843 -1.194917 0.672 -1.416 0.732
H 0.893101 1.782951 0.550152 0.128 0.247 -0.119
H 1.071436 1.511639 -2.030831 -1.242 0.594 0.049
H 0.817503 -0.228339 -1.777743 0.612 -0.181 0.127
H -0.833962 0.067743 1.488449 0.409 0.192 -0.388
H -2.351513 0.475908 0.714662 0.000 0.035 0.018
H 3.095712 0.566711 0.772831 -0.189 0.204 -0.060
H 1.906216 -0.284803 1.715604 -0.027 -0.182 0.017
H 2.414776 -0.872500 0.096139 -0.227 -0.137 0.076
H -0.731496 -2.034939 0.057752 -0.067 -0.164 0.016
H -2.211597 -2.014507 1.052946 0.226 0.053 0.099
H -2.310183 -1.609858 -0.633708 0.125 0.056 -0.128
```
Positions in Å, forces in eV/Å.

Calculated values
E_LUMO in eV: 0.0
Largest force on an atom in eV Å⁻¹: 1.8
Total energy in eV: -8895.2195
E_HOMO in eV: -7.62
ΔE to the lowest compared entry with this formula, charge and spin in eV: 6.478

Entry 4:
The following is a DFT calculation (ωB97M-V/def2-TZVPD) of C5H11NO in the gas phase.

Structure (XYZ):
```
18
Properties=species:S:1:pos:R:3:forces:R:3
C 0.445849 -1.625737 1.388883 -0.222 0.114 0.214
C 0.121298 -0.107788 1.534817 0.120 -0.325 0.066
N -0.149716 0.512998 0.235291 0.291 -0.219 -0.163
C -1.413688 1.146337 -0.113882 -0.032 -0.025 -0.003
C 0.829448 0.276221 -0.686739 0.067 -0.021 -0.039
C 0.469680 0.367600 -2.146293 0.039 0.072 -0.159
O 1.939388 -0.107496 -0.342542 -0.065 0.364 -0.262
H 0.886206 -1.998785 2.318571 -0.289 0.011 0.016
H 1.186529 -1.852311 0.610793 -0.313 0.399 0.332
H -0.454377 -2.201222 1.146298 0.023 0.101 0.225
H 0.973231 0.399795 2.002525 -0.107 -0.104 -0.096
H -0.753783 0.073990 2.175670 0.230 -0.248 -0.192
H -1.946131 1.458813 0.790237 0.212 -0.161 -0.096
H -1.239225 2.053665 -0.704565 0.000 -0.200 0.109
H -2.078889 0.491164 -0.692285 0.078 0.030 0.114
H 1.353393 0.030910 -2.685606 -0.141 0.120 -0.111
H 0.202651 1.380064 -2.457111 0.010 -0.070 -0.001
H -0.371863 -0.298217 -2.374061 0.099 0.162 0.046
```
Positions in Å, forces in eV/Å.

Calculated values
E_LUMO in eV: 0.9
Largest force on an atom in eV Å⁻¹: 0.6
Total energy in eV: -8901.0199
SMILES: CCN(C)C(C)=O
E_HOMO in eV: -9.11
ΔE to the lowest compared entry with this formula, charge and spin in eV: 0.677

Entry 5:
The following is a DFT calculation (ωB97M-V/def2-TZVPD) of 2 unconnected molecules or ions with the total composition C5H11NO.

Structure (XYZ):
```
18
Properties=species:S:1:pos:R:3:forces:R:3
H -2.415857 0.342354 -1.873856 0.082 -0.266 -0.045
N -1.808490 0.795944 -1.199671 1.127 -0.976 0.190
C -1.309319 -0.009773 -0.334027 -3.042 3.876 2.583
C -1.917697 -1.310118 0.134041 1.003 -0.409 -0.512
O -0.703649 0.705369 0.801119 -2.261 -1.051 -0.621
H -2.303950 -1.865962 -0.719249 0.041 -0.053 0.026
H -1.171719 -1.908892 0.654140 -0.055 -0.122 0.026
H -2.736435 -1.106171 0.824737 0.164 0.262 -0.058
H -0.779659 1.650329 0.586731 0.011 -0.349 -0.185
C 1.648825 1.352586 -0.794249 -0.059 -0.347 0.163
C 1.231985 0.287186 -0.119159 -0.472 -2.453 -3.054
C 1.938246 -0.409792 0.990877 0.013 0.225 0.325
H 1.089173 1.747386 -1.629665 -0.013 -0.050 -0.135
H 2.561868 1.859092 -0.516897 -0.001 0.201 0.205
H 0.303750 -0.384123 -0.679812 3.470 1.558 1.246
H 2.924480 0.032944 1.133636 0.067 -0.047 -0.007
H 1.396826 -0.299701 1.930855 -0.099 -0.019 -0.011
H 2.051622 -1.478656 0.810447 0.024 0.020 -0.134
```
Positions in Å, forces in eV/Å.

Calculated values
E_LUMO in eV: 0.7
Largest force on an atom in eV Å⁻¹: 5.6
Total energy in eV: -8897.9485
SMILES: [H]/N=C(\C)O.C=CC
E_HOMO in eV: -8.64
ΔE to the lowest compared entry with this formula, charge and spin in eV: 3.749

Entry 6:
The following is a DFT calculation (ωB97M-V/def2-TZVPD) of a molecular structure, C5H11NO.

Structure (XYZ):
```
18
Properties=species:S:1:pos:R:3:forces:R:3
C 0.515459 2.049583 0.801275 0.062 0.054 0.012
C -0.436323 0.902451 1.142793 -0.053 0.182 0.126
N -0.053530 -0.417068 0.642380 0.799 -0.253 1.090
C 1.081816 -0.909556 0.898871 -0.469 0.010 1.491
C -0.210036 -0.482594 -1.294064 1.522 -0.351 -2.064
O -0.610954 0.644244 -1.569460 0.507 -0.533 0.126
C -1.087130 -1.698579 -1.563927 0.110 -0.052 -0.061
H 0.063263 2.985375 1.143810 0.099 -0.086 -0.008
H 0.649162 2.114635 -0.281176 -0.046 -0.054 0.181
H 1.497367 1.962828 1.279836 -0.170 -0.073 0.004
H -1.415956 1.112317 0.705326 0.152 0.007 0.008
H -0.571506 0.818558 2.227743 0.033 -0.021 -0.129
H 1.805661 -0.379568 1.502264 0.297 0.145 0.297
H 1.353379 -1.939614 0.637769 -0.216 0.420 -0.513
H 1.021037 -0.751863 -1.287627 -2.944 0.659 -0.711
H -2.066226 -1.387806 -1.951132 0.291 0.085 0.221
H -1.229664 -2.310949 -0.670796 0.126 0.000 -0.151
H -0.585569 -2.280643 -2.341443 -0.100 -0.139 0.082
```
Positions in Å, forces in eV/Å.

Calculated values
E_LUMO in eV: 0.3
Largest force on an atom in eV Å⁻¹: 3.1
Total energy in eV: -8898.4039
E_HOMO in eV: -8.76
ΔE to the lowest compared entry with this formula, charge and spin in eV: 3.293

Entry 7:
The following is a DFT calculation (ωB97M-V/def2-TZVPD) of 2 unconnected molecules or ions with the total composition C5H11NO.

Structure (XYZ):
```
18
Properties=species:S:1:pos:R:3:forces:R:3
C 1.190057 -1.178694 -2.144137 -0.386 -0.696 0.864
C 1.281931 -0.666560 -0.902680 -0.599 0.857 -1.460
C 0.231332 -0.863060 0.089873 1.498 -0.350 1.243
C 0.040930 -0.035204 1.152212 -0.889 0.247 -1.656
C -1.074209 -0.313001 2.090885 -0.145 0.138 0.883
N 0.624904 1.202444 1.231363 0.332 -0.044 0.555
H 1.828123 -1.006635 -2.991999 0.401 0.216 0.128
H 0.413778 -1.926952 -2.283640 -0.058 0.075 -0.281
H 2.032368 0.103854 -0.745962 0.136 -0.112 0.240
H -0.193307 -1.852873 0.137158 -0.423 -0.020 -0.133
H -1.490492 -1.295119 1.897465 0.033 -0.121 0.115
H -0.748697 -0.242660 3.134148 0.071 -0.205 -0.027
H -1.893169 0.409487 2.013883 0.160 0.082 -0.323
H 1.154822 1.550495 0.461405 0.108 0.014 -0.257
H 0.239568 1.919946 1.814456 -0.205 -0.121 0.123
O -1.613753 1.304971 -1.400142 -0.179 0.352 -0.005
H -0.852051 0.761002 -1.591448 0.598 -0.242 0.067
H -2.327547 0.772411 -1.745387 -0.452 -0.070 -0.077
```
Positions in Å, forces in eV/Å.

Calculated values
E_LUMO in eV: 0.9
Largest force on an atom in eV Å⁻¹: 2.0
Total energy in eV: -8899.9361
SMILES: C=C/C=C(/C)N.O
E_HOMO in eV: -7.58
ΔE to the lowest compared entry with this formula, charge and spin in eV: 1.761

Entry 8:
The following is a DFT calculation (ωB97M-V/def2-TZVPD) of a molecular structure, C5H11NO.

Structure (XYZ):
```
18
Properties=species:S:1:pos:R:3:forces:R:3
C -1.501841 1.121553 -0.000749 0.259 0.019 0.103
C -0.049414 0.739790 -0.360177 0.438 0.014 -0.225
C 1.118096 1.350464 0.426329 0.870 0.319 -0.868
N 0.204476 -0.698947 -0.116812 0.556 -0.130 0.106
C -0.829984 -1.722947 -0.189591 -0.041 -0.023 0.127
C 1.475796 -1.121556 0.106050 0.278 -1.495 -0.988
O 2.565867 -0.701353 -0.316558 -0.673 -0.603 0.246
H -1.756411 0.868883 1.035172 0.157 0.025 -0.091
H -1.623685 2.204042 -0.113156 0.124 -0.166 0.005
H -2.252983 0.646346 -0.653901 0.387 0.071 0.145
H 0.087008 0.968363 -1.423128 -0.007 -0.163 -0.094
H 2.205395 0.657653 -0.119164 -2.967 2.486 2.249
H 1.331606 2.378314 0.167929 -0.388 0.476 -0.178
H 0.781076 1.357790 1.502395 1.058 -0.417 -0.743
H -1.708064 -1.478630 0.414163 0.173 0.034 -0.051
H -1.154651 -1.877545 -1.228662 0.097 0.094 0.192
H -0.413880 -2.670723 0.165923 -0.086 0.159 -0.028
H 1.521591 -2.021497 0.703935 -0.232 -0.703 0.094
```
Positions in Å, forces in eV/Å.

Calculated values
E_LUMO in eV: 0.8
Largest force on an atom in eV Å⁻¹: 4.5
Total energy in eV: -8898.7532
E_HOMO in eV: -8.63
ΔE to the lowest compared entry with this formula, charge and spin in eV: 2.944